# 1
Here is a molecular structure, C36H75AlBrF10IN4O9PS2 at a distorted geometry from the Open Molecules 2025 dataset. Energies are from ωB97M-V/def2-TZVPD.

Each line ends with the Löwdin charge.
Cartesian coordinates (Å):
I1 -3.52 -0.83 3.81  0.49
Br1 3.43 -3.24 0.96  0.38
S1 0.95 -2.14 4.18  0.80
S2 1.18 1.16 4.03  0.91
P1 -2.61 -2.51 2.23  0.65
Al1 1.39 -2.19 0.63  -0.35
F1 1.45 -1.70 -0.96  -0.18
F2 1.43 -4.05 5.73  0.08
F3 -0.64 -4.03 5.14  0.10
F4 3.73 -4.72 4.48  0.21
F5 1.73 -7.42 3.62  0.15
F6 -0.28 -5.98 3.80  0.14
F7 1.77 -6.55 5.60  0.16
F8 1.15 -4.98 2.53  0.13
F9 4.18 -6.80 4.73  0.18
F10 3.74 -6.03 2.80  0.18
O1 -0.18 -2.90 1.15  -0.15
O2 4.86 -1.96 -10.06  -0.19
O3 1.21 -0.88 1.83  -0.17
O4 -6.47 1.67 9.20  -0.19
O5 2.38 -2.09 4.07  -0.30
O6 2.64 4.11 -0.89  -0.19
O7 0.30 -1.57 5.35  -0.33
O8 -2.56 4.35 7.44  -0.19
O9 -2.23 -3.75 3.22  -0.39
N1 1.68 6.57 -2.13  0.04
N2 3.41 -3.80 -11.78  0.04
N3 -2.89 5.54 4.80  0.04
N4 -4.67 1.13 6.96  0.05
C1 0.86 -5.27 3.79  -0.36
C2 -2.02 -2.56 -4.05  -0.21
C3 -0.89 -1.84 1.75  -0.61
C4 -0.20 0.19 3.37  -0.49
C5 -1.94 -2.09 -5.50  -0.23
C6 1.74 2.05 2.55  -0.53
C7 1.08 0.05 -7.21  -0.10
C8 -2.17 -1.33 -0.51  -0.22
C9 2.95 6.53 -1.41  -0.44
C10 -1.32 -3.13 -6.44  -0.22
C11 -1.45 -1.25 -1.87  -0.20
C12 -5.98 -0.89 7.33  -0.07
C13 0.92 -0.87 -8.43  -0.26
C14 -3.65 5.20 7.16  -0.21
C15 0.18 -1.15 2.71  -0.49
C16 -0.96 -2.55 -7.83  -0.20
C17 3.64 3.43 -1.62  -0.11
C18 3.20 1.74 2.23  -0.15
C19 -2.55 7.37 6.36  -0.07
C20 -7.78 1.18 9.05  -0.12
C21 5.39 -2.36 -11.30  -0.22
C22 -3.43 6.18 6.00  -0.44
C23 5.45 -4.92 -11.11  -0.07
C24 -1.36 -0.77 0.69  -0.20
C25 4.09 6.53 -2.42  -0.07
C26 -1.53 4.92 8.23  -0.11
C27 3.01 5.38 -0.39  -0.22
C28 3.44 -5.92 4.06  -0.62
C29 4.87 -3.71 -11.82  -0.44
C30 -4.99 0.10 7.95  -0.43
C31 5.45 -2.54 -8.92  -0.10
C32 -2.42 -1.45 -3.06  -0.20
C33 0.60 -3.97 4.66  -0.42
C34 -5.45 0.68 9.29  -0.21
C35 1.95 -6.27 4.31  -0.34
C36 0.55 -2.32 -8.07  -0.22
H1 -0.72 -2.05 -1.90  0.09
H2 3.62 3.69 -2.68  0.07
H3 -4.60 1.19 9.75  0.12
H4 -4.42 6.57 5.75  0.13
H5 3.94 5.79 -3.20  0.06
H6 1.09 -2.58 -7.15  0.10
H7 -8.04 1.01 8.00  0.07
H8 3.60 2.46 1.51  0.05
H9 -5.48 -1.47 6.56  0.04
H10 1.59 3.12 2.72  0.06
H11 1.83 -0.88 -9.03  0.09
H12 -3.92 1.71 7.32  0.07
H13 -3.98 5.72 8.07  0.12
H14 -2.06 5.02 5.06  0.07
H15 -2.80 7.78 7.34  0.08
H16 -0.93 -0.29 -1.96  0.11
H17 -0.91 0.10 4.18  -0.02
H18 0.23 0.74 -7.11  0.07
H19 -1.35 -3.22 -8.61  0.10
H20 -8.46 1.94 9.45  0.08
H21 -5.77 -0.12 9.97  0.12
H22 -2.02 -3.97 -6.56  0.11
H23 0.13 -0.46 -9.07  0.10
H24 -1.31 -1.19 -5.52  0.11
H25 -2.45 -2.37 -0.36  0.07
H26 2.29 5.59 0.40  0.12
H27 4.00 5.32 0.08  0.12
H28 -2.86 -4.47 3.06  0.05
H29 -0.50 -0.21 0.32  0.11
H30 -6.81 -0.37 6.85  0.07
H31 -1.94 5.61 8.98  0.09
H32 5.28 -5.82 -11.71  0.07
H33 -6.39 -1.57 8.07  0.08
H34 -3.10 -0.75 -0.60  0.11
H35 -0.43 -3.53 -5.96  0.10
H36 1.09 1.73 1.73  0.06
H37 5.05 6.33 -1.93  0.08
H38 -2.94 -1.82 -5.86  0.12
H39 -4.46 4.52 6.87  0.12
H40 -1.48 -1.59 -7.93  0.10
H41 -2.71 -3.41 -3.97  0.11
H42 6.53 -4.82 -10.96  0.08
H43 3.00 -3.06 -12.36  0.07
H44 -1.03 -2.94 -3.78  0.11
H45 -5.47 1.75 6.89  0.07
H46 4.63 3.63 -1.21  0.09
H47 3.02 7.45 -0.82  0.13
H48 0.91 -2.99 -8.85  0.09
H49 3.43 2.36 -1.53  0.09
H50 5.30 -1.85 -8.09  0.09
H51 4.97 -3.49 -8.65  0.08
H52 -7.92 0.25 9.61  0.09
H53 -2.67 8.16 5.62  0.07
H54 6.49 -2.36 -11.27  0.12
H55 3.25 0.71 1.86  0.07
H56 -0.64 0.77 2.56  0.07
H57 -3.54 4.83 4.47  0.07
H58 -3.43 -1.65 -2.68  0.10
H59 6.52 -2.71 -9.06  0.09
H60 5.17 -3.76 -12.88  0.13
H61 -4.07 -0.45 8.16  0.14
H62 1.12 -0.52 -6.28  0.07
H63 4.99 -5.08 -10.14  0.07
H64 -0.79 5.45 7.62  0.08
H65 -1.03 4.10 8.74  0.09
H66 4.16 7.51 -2.90  0.07
H67 1.52 5.65 -2.53  0.07
H68 5.09 -1.59 -12.01  0.12
H69 -2.51 -0.51 -3.62  0.10
H70 1.98 0.65 -7.26  0.06
H71 3.77 1.78 3.16  0.06
H72 3.10 -3.57 -10.84  0.06
H73 -1.49 7.10 6.37  0.06
H74 0.91 6.70 -1.47  0.07
H75 -1.98 -0.04 1.22  0.07

Properties
Orbital gap   7.8 eV
Total charge   -1

---

# 2
Here is 7 unconnected molecules or ions with the total composition C36H75BBrO15S from the Open Molecules 2025 dataset. Energies are from ωB97M-V/def2-TZVPD.

Each line ends with the Löwdin charge.
Cartesian coordinates (Å):
Br1 -1.48 -3.01 -4.63  0.69
S1 -4.13 0.03 -0.69  1.23
O1 -4.80 -5.69 -1.29  0.03
O2 1.55 4.93 5.03  0.10
O3 0.69 -3.81 6.20  -0.01
O4 2.20 3.39 -6.23  -0.02
O5 -5.49 -3.75 -1.97  0.06
O6 0.61 5.19 3.08  -0.02
O7 3.34 2.75 -4.48  0.10
O8 -0.49 -0.60 0.67  -0.21
O9 3.24 -1.12 1.23  0.07
O10 2.57 -2.72 6.42  0.10
O11 4.75 5.03 -1.43  0.09
O12 3.54 3.62 -0.28  -0.02
O13 3.99 -2.81 2.39  0.02
O14 -6.34 -1.60 -0.75  0.15
O15 -6.75 0.66 -1.49  0.20
C1 3.84 2.23 1.72  -0.04
C2 -1.10 0.34 1.53  -0.10
C3 -1.55 2.08 -3.13  -0.19
C4 0.73 -0.94 -1.40  -0.15
C5 -2.35 -3.00 -2.90  -0.61
C6 -3.23 -1.47 -1.16  -0.35
C7 1.66 4.42 -7.08  -0.24
C8 2.60 4.76 -8.22  -0.06
C9 3.16 -4.98 3.17  -0.06
C10 5.93 3.11 -0.69  0.02
C11 -4.96 -6.95 -0.60  -0.20
C12 -5.55 -8.01 -1.50  -0.05
C13 1.41 -0.17 -2.55  -0.17
C14 3.03 -1.93 2.10  -0.51
C15 1.69 -2.01 2.79  0.04
C16 -0.38 -4.59 6.74  -0.23
C17 -1.54 -3.74 7.21  -0.06
C18 3.63 5.04 -5.06  0.03
C19 -2.10 1.53 -1.81  -0.24
C20 4.71 3.98 -0.85  -0.52
C21 0.28 5.99 1.93  -0.24
C22 -3.62 1.36 -1.81  -0.34
C23 3.05 3.66 -5.21  -0.52
C24 2.17 6.93 3.90  0.02
C25 0.53 -0.07 -0.18  -0.24
C26 1.42 5.63 4.07  -0.53
C27 1.65 -3.25 6.97  -0.51
C28 0.42 0.52 -3.49  -0.18
C29 -3.10 -1.69 -2.66  -0.31
C30 1.32 5.89 0.85  -0.06
C31 -5.77 -4.80 -1.41  -0.48
C32 -7.17 -5.10 -0.95  0.05
C33 3.89 -3.70 3.52  -0.21
C34 1.51 -3.27 8.47  0.02
C35 3.34 2.32 0.30  -0.24
C36 -0.03 1.96 -3.15  -0.18
B1 -5.98 -0.36 -1.08  -0.79
H1 0.37 2.62 -3.94  0.10
H2 -1.90 -3.11 6.39  0.08
H3 3.14 6.70 3.45  0.10
H4 3.77 1.55 -0.34  0.11
H5 -2.27 -1.40 -0.64  0.07
H6 -6.56 -7.76 -1.81  0.07
H7 -0.24 -1.33 -1.74  0.08
H8 1.49 -0.04 0.35  0.10
H9 1.35 -1.80 -1.13  0.12
H10 1.68 7.66 3.28  0.07
H11 -0.01 -5.25 7.53  0.11
H12 -6.13 -2.32 -1.40  0.08
H13 -4.93 -8.14 -2.39  0.09
H14 -4.00 1.17 -2.82  0.10
H15 -3.94 -7.20 -0.30  0.13
H16 -1.02 1.35 1.12  0.08
H17 4.92 2.37 1.78  0.07
H18 -4.09 -1.76 -3.11  0.12
H19 -3.03 -3.84 -2.89  0.05
H20 0.40 2.31 -2.21  0.11
H21 2.02 -0.86 -3.13  0.12
H22 -2.56 -0.87 -3.13  0.07
H23 2.35 7.34 4.89  0.09
H24 2.28 6.31 1.16  0.08
H25 1.27 -1.01 2.81  0.08
H26 -1.57 -3.16 -2.16  0.06
H27 0.07 7.02 2.22  0.11
H28 -0.67 5.56 1.59  0.12
H29 -5.54 -6.80 0.31  0.11
H30 -6.46 1.25 -2.19  0.12
H31 2.52 -3.25 8.89  0.10
H32 1.02 -2.63 2.19  0.10
H33 3.44 -3.19 4.37  0.08
H34 -7.65 -4.16 -0.67  0.09
H35 -1.81 2.22 -1.01  0.12
H36 1.50 4.84 0.60  0.06
H37 1.39 5.29 -6.50  0.11
H38 1.01 -2.35 8.77  0.10
H39 3.16 -5.65 4.03  0.08
H40 0.25 0.95 -0.48  0.09
H41 2.83 3.87 -8.80  0.08
H42 -3.82 -2.26 -0.70  0.10
H43 3.65 -5.48 2.34  0.08
H44 2.10 0.57 -2.13  0.11
H45 6.57 3.27 -1.55  0.09
H46 5.72 2.05 -0.58  0.08
H47 -5.59 -8.96 -0.96  0.09
H48 -1.88 3.12 -3.22  0.12
H49 -7.71 -5.53 -1.79  0.11
H50 1.00 6.41 -0.05  0.09
H51 -0.69 -5.23 5.91  0.12
H52 -4.14 2.23 -1.40  0.10
H53 3.53 5.19 -7.86  0.07
H54 -2.36 -4.37 7.55  0.08
H55 1.72 -2.41 3.81  0.06
H56 -1.25 -3.09 8.03  0.07
H57 -1.63 0.57 -1.58  0.08
H58 6.46 3.45 0.20  0.10
H59 4.57 5.08 -5.60  0.10
H60 0.74 3.98 -7.47  0.12
H61 0.85 0.53 -4.50  0.11
H62 4.93 -3.91 3.78  0.13
H63 2.13 -4.78 2.89  0.07
H64 -7.22 -5.79 -0.12  0.08
H65 3.61 1.24 2.12  0.07
H66 3.36 2.99 2.34  0.08
H67 -0.47 -0.12 -3.56  0.07
H68 -1.96 1.53 -3.98  0.12
H69 3.83 5.20 -4.00  0.08
H70 0.96 -4.11 8.87  0.07
H71 -0.64 0.34 2.52  0.09
H72 2.26 2.18 0.29  0.10
H73 2.99 5.84 -5.43  0.07
H74 -2.15 0.07 1.64  0.07
H75 2.13 5.49 -8.88  0.08

Properties
Orbital gap   9.1 eV
Total charge   +1

---

# 3
Here is a molecular structure, C36H76BeCl4N4O20 at a distorted geometry from the Open Molecules 2025 dataset. Energies are from ωB97M-V/def2-TZVPD.

Each line ends with the Löwdin charge.
Cartesian coordinates (Å):
Cl1 2.06 27.95 10.84  0.65
Cl2 7.90 25.17 11.29  0.62
Cl3 6.99 29.72 7.39  0.59
Cl4 4.81 25.74 7.07  0.60
O1 2.87 29.00 10.25  -0.39
O2 1.45 27.30 9.70  -0.30
O3 5.60 30.11 11.82  -0.06
O4 6.03 29.78 6.31  -0.36
O5 7.71 30.99 7.40  -0.37
O6 7.27 23.97 10.78  -0.33
O7 3.62 32.26 12.43  -0.02
O8 9.32 25.15 11.59  -0.35
O9 6.35 29.50 8.64  -0.40
O10 7.17 25.50 12.51  -0.42
O11 7.70 26.22 10.40  -0.36
O12 7.70 28.57 7.14  -0.31
O13 1.19 28.52 11.82  -0.33
O14 5.07 24.35 7.32  -0.35
O15 -0.01 28.02 5.21  0.00
O16 3.00 27.05 11.48  -0.39
O17 3.52 26.09 6.64  -0.35
O18 1.81 24.71 13.25  0.00
O19 5.64 26.21 5.99  -0.36
O20 5.13 26.50 8.24  -0.41
N1 4.31 33.38 12.00  -0.10
N2 -0.28 28.74 6.41  -0.08
N3 2.68 23.68 13.68  -0.12
N4 6.37 29.54 12.86  -0.06
C1 4.17 28.89 14.11  -0.02
C2 7.86 28.60 15.07  -0.17
C3 -2.37 27.48 7.02  -0.04
C4 0.67 29.90 6.61  -0.48
C5 3.96 34.58 12.81  -0.46
C6 -2.61 29.58 5.75  -0.06
C7 0.73 30.87 5.44  -0.06
C8 1.23 22.83 15.60  -0.03
C9 -1.09 30.95 8.26  -0.19
C10 -1.82 29.64 8.17  -0.14
C11 5.16 32.39 9.88  -0.04
C12 3.78 22.42 15.57  -0.14
C13 3.88 23.33 11.57  -0.01
C14 -1.74 28.89 6.77  -0.48
C15 4.27 33.46 10.50  -0.46
C16 8.06 31.48 13.35  -0.04
C17 5.65 29.47 14.20  -0.43
C18 2.97 22.65 12.68  -0.43
C19 2.90 24.70 15.90  -0.05
C20 1.62 22.08 12.09  -0.03
C21 2.61 23.37 15.15  -0.47
C22 3.69 21.13 14.75  -0.20
C23 2.08 29.24 6.67  -0.01
C24 2.85 33.25 9.93  -0.02
C25 5.66 30.80 14.93  -0.03
C26 0.41 30.68 7.93  -0.12
C27 4.55 34.41 14.28  -0.03
C28 7.78 30.06 12.85  -0.45
C29 3.87 21.48 13.26  -0.12
C30 2.42 34.82 12.78  -0.01
C31 4.94 34.77 10.01  -0.13
C32 8.43 30.03 11.41  0.00
C33 4.61 36.07 10.79  -0.18
C34 8.53 29.02 13.74  -0.12
C35 6.33 28.36 15.00  -0.14
C36 4.75 35.79 12.29  -0.15
Be1 5.49 27.85 10.73  1.22
H1 2.13 28.42 7.39  0.07
H2 0.87 22.79 11.75  0.07
H3 4.92 21.66 13.07  0.11
H4 7.98 29.42 15.77  0.08
H5 -2.14 26.86 6.16  0.08
H6 -1.00 31.41 9.25  0.11
H7 3.92 22.21 16.63  0.11
H8 3.78 25.16 15.46  0.08
H9 -1.45 28.95 8.94  0.12
H10 5.64 31.62 14.21  0.06
H11 4.26 36.60 12.85  0.12
H12 5.63 34.41 14.45  0.08
H13 1.89 21.44 11.25  0.07
H14 1.93 33.85 12.78  0.07
H15 6.18 32.34 10.27  0.09
H16 9.50 29.45 13.98  0.11
H17 1.99 35.41 13.60  0.08
H18 1.39 22.27 16.53  0.07
H19 2.40 28.79 5.73  0.09
H20 3.72 20.65 12.57  0.11
H21 4.89 34.90 8.93  0.12
H22 -0.24 31.34 5.28  0.07
H23 1.00 21.51 12.78  0.05
H24 6.03 28.45 16.05  0.12
H25 4.70 31.41 9.99  0.07
H26 -2.44 29.39 4.69  0.08
H27 8.02 31.44 14.44  0.06
H28 2.05 33.71 10.50  0.07
H29 4.73 22.85 15.22  0.12
H30 0.71 30.07 8.78  0.10
H31 2.64 32.20 9.70  0.08
H32 -1.46 31.65 7.51  0.09
H33 2.34 25.51 13.27  0.07
H34 -1.69 27.15 7.81  0.08
H35 0.96 31.62 7.86  0.10
H36 4.19 33.46 14.69  0.06
H37 3.46 29.18 14.88  0.09
H38 8.75 28.05 13.31  0.12
H39 3.03 24.56 16.97  0.07
H40 1.02 22.04 14.89  0.05
H41 -2.84 29.93 8.38  0.11
H42 3.47 24.25 11.15  0.07
H43 -2.55 30.66 5.87  0.06
H44 7.40 32.30 13.07  0.08
H45 5.32 30.98 12.12  0.06
H46 -3.39 27.53 7.40  0.08
H47 5.26 36.91 10.54  0.10
H48 2.07 25.41 15.89  0.07
H49 7.74 30.65 10.85  0.06
H50 2.66 33.64 8.93  0.09
H51 4.75 30.83 15.54  0.08
H52 5.80 35.63 12.50  0.12
H53 8.37 29.03 10.98  0.08
H54 5.27 32.52 8.81  0.10
H55 9.45 30.42 11.34  0.09
H56 6.07 27.37 14.64  0.11
H57 6.39 30.88 15.73  0.08
H58 4.11 35.14 14.95  0.07
H59 2.23 35.46 11.92  0.07
H60 3.61 29.46 13.37  0.06
H61 2.76 20.57 14.90  0.10
H62 2.69 30.11 6.89  0.09
H63 1.20 30.49 4.54  0.08
H64 3.63 36.42 10.46  0.10
H65 6.00 34.63 10.22  0.11
H66 1.44 31.67 5.66  0.08
H67 -3.66 29.48 6.04  0.07
H68 -0.04 28.70 4.54  0.07
H69 4.43 20.43 15.12  0.10
H70 4.04 22.70 10.69  0.09
H71 4.05 27.83 13.84  0.07
H72 4.87 23.59 11.96  0.06
H73 2.72 32.44 12.16  0.07
H74 9.13 31.66 13.19  0.09
H75 8.42 27.78 15.52  0.11
H76 0.42 23.55 15.68  0.08

Properties
ΔE to the lowest compared entry with this formula, charge and spin   0.0 kJ/mol
Orbital gap   4.4 eV
Total charge   -2

---

| no. | HOMO level (eV) |
| --- | --- |
| 1 | -5.75 |
| 2 | -11.40 |
| 3 | -3.52 |